Entry 1:
The following is a DFT calculation (wB97M-V/def2-TZVPD) of a 7-piece molecular cluster, C25H47BN2O10S overall at a distorted geometry.

**Frontier orbital gap**: 9.449 eV
**Highest occupied orbital energy**: -8.97 eV
**Electronic energy**: -61655.73693 eV
**ΔE to the lowest compared entry with this formula, charge and spin**: 0.0 kcal/mol

The geometry in ORCA input format:
```
! wB97M-V def2-TZVPD RIJCOSX def2/J DEFGRID3
* xyz 0 1
C 6.21817 -0.73319 3.56158
N 6.25303 -0.79819 2.09304
C 5.49280 -1.92809 1.52236
B 5.99979 0.43242 1.42937
O 6.04688 0.47226 0.03303
O 5.74712 1.67221 2.10743
S 4.24064 2.03150 2.57690
O 4.32029 2.30081 3.98546
O 3.61320 0.48548 2.40154
C 2.26440 0.38409 2.18433
C 1.68535 -0.85831 2.37354
C 0.33690 -1.06416 2.14199
N -0.48476 -0.09719 1.73574
C 0.08660 1.08466 1.55080
C 1.41835 1.41130 1.75303
H 5.20353 -0.89634 3.92952
H 6.82871 -1.52021 4.00168
H 6.60916 0.21614 3.91601
H 4.67375 -1.59141 0.88600
H 5.05150 -2.51516 2.32940
H 6.12222 -2.61303 0.95017
H 6.95744 0.69048 -0.21267
H 2.30583 -1.68230 2.70586
H -0.06201 -2.06044 2.28758
H -0.56150 1.87846 1.19550
H 1.77416 2.41329 1.57677
C -2.57067 -0.86288 -1.04283
C -3.24744 0.44607 -0.71657
O -2.68885 1.30070 -0.06967
C -4.65235 0.63736 -1.23263
H -1.57361 -0.86939 -0.60981
H -3.14527 -1.69242 -0.62772
H -2.49722 -0.98611 -2.12532
H -5.31227 -0.12807 -0.82153
H -4.66080 0.58240 -2.32296
H -5.01875 1.61505 -0.92784
C -9.50340 1.44815 -3.11565
C -8.59221 1.45029 -1.91990
O -8.34793 0.43207 -1.30840
C -7.99134 2.77087 -1.51434
H -9.86245 0.43557 -3.29469
H -10.36175 2.10026 -2.93969
H -8.95642 1.79114 -3.98541
H -8.78268 3.47750 -1.25900
H -7.38845 3.17152 -2.32964
H -7.35787 2.62318 -0.64170
C -6.46812 -0.17718 -5.49716
C -6.15623 1.27622 -5.24084
O -6.87598 1.96264 -4.55084
C -4.90905 1.83398 -5.87907
H -7.38570 -0.45025 -4.98053
H -6.59464 -0.34880 -6.56722
H -5.65389 -0.80402 -5.13006
H -4.97252 1.74362 -6.96449
H -4.03264 1.28694 -5.52753
H -4.80329 2.88345 -5.61440
C 7.30070 -0.63531 -2.97196
C 8.39982 -1.18403 -2.10034
O 8.89984 -0.51216 -1.22628
C 8.84441 -2.60206 -2.35914
H 7.09133 0.38682 -2.66648
H 7.59923 -0.64016 -4.02155
H 6.39611 -1.23302 -2.85195
H 9.22042 -2.69625 -3.37903
H 8.00460 -3.28543 -2.22436
H 9.63558 -2.86728 -1.66163
C -4.94461 4.99977 1.91106
C -6.42754 4.87597 1.65856
O -7.01504 5.64424 0.93302
C -7.14363 3.74228 2.35251
H -4.55261 5.84891 1.35603
H -4.75784 5.15136 2.97541
H -4.43159 4.09250 1.58571
H -7.04770 3.84265 3.43463
H -6.71511 2.78809 2.04047
H -8.19753 3.76458 2.08421
C 5.09014 -6.02670 3.42688
C 6.05408 -4.94874 3.85739
O 5.76038 -3.77626 3.79840
C 7.40171 -5.39832 4.36338
H 4.16332 -5.57106 3.08553
H 5.52207 -6.61076 2.61271
H 4.87336 -6.69080 4.26483
H 7.92568 -5.95753 3.58665
H 7.27742 -6.03692 5.23919
H 7.99522 -4.52932 4.63768
*
```

Entry 2:
The following is a DFT calculation (wB97M-V/def2-TZVPD) of a 3-piece molecular cluster, H2P2 overall at a distorted geometry.

**Frontier orbital gap**: 9.142 eV
**Highest occupied orbital energy**: -9.84 eV
**Electronic energy**: -18607.82939 eV
**ΔE to the lowest compared entry with this formula, charge and spin**: 14.3 kcal/mol

The geometry in ORCA input format:
```
! wB97M-V def2-TZVPD RIJCOSX def2/J DEFGRID3
* xyz 0 1
P 1.08151 0.94120 0.99801
P -0.63657 1.28031 1.83582
H 0.16893 -1.01956 -1.55991
H -0.61387 -1.20195 -1.27392
*
```

Entry 3:
The following is a DFT calculation (wB97M-V/def2-TZVPD) of C28H28N4O2W as an isolated structure.

**Frontier orbital gap (alpha / beta)**: 5.675 / 4.774 eV
**Highest occupied orbital energy (alpha / beta)**: -13.01 / -13.00 eV
**Electronic energy**: -41355.61685 eV
**ΔE to the lowest compared entry with this formula, charge and spin**: 2.7 kcal/mol

The geometry in ORCA input format:
```
! wB97M-V def2-TZVPD RIJCOSX def2/J DEFGRID3
* xyz 2 3
W 1.30807 0.26922 -0.04084
C 3.72942 0.85293 0.38929
C 3.03863 1.64815 1.31696
C 2.15493 1.04730 2.21774
C 2.04145 -0.35703 2.26462
C 2.85645 -1.16184 1.44699
C 3.66113 -0.55522 0.48394
H 4.34722 1.30887 -0.37332
H 3.15144 2.72157 1.31605
H 1.57273 1.66102 2.89219
H 1.36045 -0.81881 2.96774
H 2.80445 -2.24094 1.51299
H 4.21667 -1.16205 -0.21964
O 1.34208 -4.44689 -2.96874
C 2.15065 -3.59768 -3.60659
C 2.85708 -4.10742 -4.69928
C 3.69922 -3.29558 -5.41869
C 3.87442 -1.94285 -5.08347
C 3.19664 -1.43057 -4.01360
C 2.32652 -2.24100 -3.24554
C 1.65570 -1.66177 -2.12034
O 1.90933 -0.39683 -1.80469
N 0.79334 -2.33435 -1.37651
N 0.30320 -1.51225 -0.41430
C -0.71350 -1.85302 0.30896
C -1.25201 -0.78030 1.12222
C -2.42152 -0.87996 1.85480
C -2.93042 0.26116 2.45743
C -2.26585 1.46806 2.29134
C -1.09698 1.50349 1.55368
N -0.57921 0.39690 0.99848
H 0.85641 -3.99037 -2.26200
H 2.71245 -5.14672 -4.95874
H 4.23321 -3.70839 -6.26447
H 4.53197 -1.31596 -5.66773
H 3.30554 -0.38918 -3.74334
H -1.19046 -2.81928 0.20264
H -2.92481 -1.83486 1.92035
H -3.84624 0.21642 3.03117
H -2.65061 2.38232 2.72005
H -0.56317 2.42779 1.37650
C -3.52598 1.39005 -1.89157
N -2.55586 0.77079 -2.76431
C -2.76254 0.96982 -4.18537
C -1.21681 0.70435 -2.25844
C -0.46765 1.99301 -1.93100
C -0.84948 3.17515 -2.55686
C -0.15284 4.36524 -2.37073
C 0.96883 4.37852 -1.55815
C 1.34923 3.21283 -0.91978
C 0.64599 2.00258 -1.05448
H -4.53351 1.14067 -2.22432
H -3.45902 2.48573 -1.83293
H -3.40583 0.99776 -0.87539
H -3.72927 0.55343 -4.47113
H -1.99283 0.43627 -4.74330
H -2.75079 2.01717 -4.51359
H -0.60484 0.13809 -2.96976
H -1.25775 0.11177 -1.34189
H -1.70268 3.16534 -3.21855
H -0.47412 5.26623 -2.87579
H 1.54773 5.28192 -1.42245
H 2.24452 3.28382 -0.32270
*
```

Entry 4:
The following is a DFT calculation (wB97M-V/def2-TZVPD) of a 3-piece molecular cluster, C23H40FI2N4O9 overall at a distorted geometry.

**Frontier orbital gap**: 6.515 eV
**Highest occupied orbital energy**: -11.00 eV
**Electronic energy**: -67783.12340 eV

The geometry in ORCA input format:
```
! wB97M-V def2-TZVPD RIJCOSX def2/J DEFGRID3
* xyz 1 1
C -6.34625 -2.78791 3.32213
C -5.40614 -1.47334 3.04407
I -6.47292 0.42172 2.55037
C -3.91964 -1.41923 3.11028
I -2.74560 -3.25024 3.61064
N -3.06720 -0.17541 2.84126
C -2.42586 0.71832 3.89038
C -1.62112 1.89658 3.05477
C -0.77350 3.14447 3.69576
O 0.58470 3.15524 3.61054
N -1.39365 4.36906 4.38600
C -0.34183 4.79075 5.43336
O -0.44431 4.14153 6.62300
F 0.73261 5.79574 5.13327
N -1.91575 1.49027 1.62360
C -1.33977 2.37026 0.53873
C -2.28655 3.72005 0.34485
O -3.58205 3.61094 0.02618
C -2.78754 0.27391 1.41193
C -3.37428 -0.46254 0.07337
N -2.64047 -0.16058 -1.21194
H -5.76478 -3.79385 3.46951
H -7.04906 -2.53819 4.25323
H -7.09235 -2.89865 2.39855
H -2.42559 0.66048 5.06695
H -1.53818 5.15254 3.70976
H -0.30297 2.78256 0.96354
H -1.07783 1.82688 -0.46306
H -1.79339 4.78768 0.54969
H -3.25271 -1.63576 0.25753
H -4.54697 -0.30898 -0.09145
H -1.60413 -0.31460 -1.11350
H -2.93384 -0.86323 -1.95589
C 2.86943 2.61313 -0.69949
O 2.02318 2.68104 -1.83807
C 1.45830 3.97761 -2.03134
C 1.38275 4.32280 -3.52359
O 2.65188 4.60718 -4.12666
C 3.54086 3.49430 -4.30442
C 3.07439 2.47790 -5.35075
O 1.99140 1.69531 -4.84958
C 1.04276 1.35504 -5.85010
H 2.26631 2.61836 0.21687
H 3.43268 1.67936 -0.75003
H 3.58509 3.43860 -0.68540
H 2.04426 4.74927 -1.51712
H 0.44823 3.96185 -1.60805
H 0.80148 5.24678 -3.61990
H 0.84057 3.56381 -4.08954
H 3.76267 3.01795 -3.34799
H 4.48146 3.93004 -4.65587
H 3.89085 1.79062 -5.58599
H 2.78234 3.01324 -6.26183
H 0.72955 2.23749 -6.41450
H 0.16028 0.93928 -5.35624
H 1.46414 0.60121 -6.52478
C 1.34464 -1.54593 1.20924
O 1.59204 -2.60976 0.30140
C 2.98374 -2.83052 0.07342
C 3.28424 -4.32864 -0.05692
O 3.20484 -5.05415 1.17702
C 1.89240 -5.24110 1.72738
C 0.99778 -6.18136 0.91435
O 0.54434 -5.54358 -0.27902
C 0.42975 -6.43708 -1.37687
H 1.53978 -0.58316 0.72089
H 0.29472 -1.58905 1.50514
H 1.95370 -1.64231 2.11119
H 3.59240 -2.41518 0.88598
H 3.24803 -2.32198 -0.85996
H 4.32429 -4.42945 -0.38710
H 2.67452 -4.79994 -0.82921
H 1.40833 -4.28062 1.91188
H 2.05387 -5.69717 2.70924
H 0.11278 -6.44453 1.49900
H 1.55872 -7.09422 0.68200
H 1.34313 -7.02394 -1.50607
H 0.27730 -5.84554 -2.28370
H -0.43128 -7.09945 -1.23231
*
```

Question: electronic energy of number 2 (H2P2)?
Answer: -18607.82939 eV

Question: The highest electronic energy belongs to which entry?
Answer: H2P2

Question: Which formula does entry 1 have?
Answer: C25H47BN2O10S